{"formula": "C10H40N20O10", "method": "ωB97M-V/def2-TZVPD", "symbols": ["C", "O", "N", "N", "H", "H", "H", "H", "C", "O", "N", "N", "H", "H", "H", "H", "C", "O", "N", "N", "H", "H", "H", "H", "C", "O", "N", "N", "H", "H", "H", "H", "C", "O", "N", "N", "H", "H", "H", "H", "C", "O", "N", "N", "H", "H", "H", "H", "C", "O", "N", "N", "H", "H", "H", "H", "C", "O", "N", "N", "H", "H", "H", "H", "C", "O", "N", "N", "H", "H", "H", "H", "C", "O", "N", "N", "H", "H", "H", "H"], "coordinates": [[3.093826, 4.705697, 27.203418], [3.331530, 5.806002, 26.691600], [3.224301, 4.521216, 28.546527], [2.734769, 3.623216, 26.508959], [3.181384, 5.380965, 29.065824], [3.192326, 3.608296, 28.957672], [2.758963, 2.799237, 27.087074], [3.088761, 3.565316, 25.560753], [1.196137, 7.341081, 21.890358], [0.919190, 6.232098, 21.433440], [2.451023, 7.809823, 22.084057], [0.241986, 8.305153, 21.966690], [3.237480, 7.208555, 21.900558], [2.608643, 8.758901, 22.365866], [-0.718083, 8.150969, 21.723453], [0.500152, 9.178111, 22.392466], [7.068567, 1.085652, 26.449346], [7.752193, 2.103863, 26.585338], [6.111401, 0.942130, 25.506195], [7.217042, -0.076592, 27.151016], [5.812801, -0.002099, 25.355051], [5.645691, 1.712562, 25.050467], [7.914225, -0.139964, 27.873255], [6.764495, -0.934691, 26.902789], [3.737568, 3.695510, 23.042341], [4.331183, 3.292282, 24.068446], [2.782069, 4.639622, 23.155455], [3.749321, 3.163383, 21.827815], [2.156513, 4.924823, 22.425172], [2.676361, 5.082186, 24.055487], [3.139723, 3.455994, 21.045252], [4.322759, 2.353110, 21.644690], [6.722622, 5.726719, 26.856382], [7.910456, 5.756136, 27.190045], [5.861110, 6.753033, 26.880565], [6.202784, 4.576230, 26.366084], [6.232498, 7.596081, 27.287616], [4.931617, 6.813296, 26.492476], [6.770467, 3.742525, 26.465823], [5.236842, 4.487634, 26.104712], [0.285959, 3.213163, 20.505140], [1.501854, 3.319848, 20.280507], [-0.557184, 2.812644, 19.544026], [-0.245681, 3.755970, 21.640254], [-0.225780, 2.795625, 18.595184], [-1.437235, 2.414016, 19.820895], [0.074895, 4.724734, 21.728013], [-1.239867, 3.733432, 21.807999], [5.122281, -0.488008, 22.621041], [4.407415, -0.130111, 21.698923], [5.875591, 0.327398, 23.403676], [5.194556, -1.774067, 23.071935], [6.593518, -0.070909, 23.972794], [5.826490, 1.310327, 23.097838], [4.548521, -2.508747, 22.844960], [5.936151, -2.021670, 23.697071], [4.905579, 5.083793, 18.670323], [5.452236, 4.599865, 19.665153], [3.657397, 4.695751, 18.340708], [5.632455, 5.546159, 17.625128], [3.026822, 4.199973, 18.948786], [3.660359, 4.584624, 17.341927], [6.571986, 5.226182, 17.813158], [5.266201, 5.965998, 16.793835], [2.635115, -0.168957, 18.792762], [1.822029, -0.253417, 17.874414], [2.558513, 0.839060, 19.707824], [3.679311, -0.986194, 19.023630], [2.022792, 1.674960, 19.558692], [3.121508, 0.669630, 20.527084], [3.727832, -1.871095, 18.551833], [4.137441, -0.830542, 19.908088], [6.198017, 3.625437, 23.432022], [5.821879, 2.948315, 22.475149], [5.522665, 4.711320, 23.877360], [7.378202, 3.556962, 24.098935], [5.898914, 5.436842, 24.457016], [4.574022, 4.836092, 23.547792], [7.989861, 2.783876, 23.892204], [7.632015, 4.189149, 24.832058]], "atomic_forces_ev_per_a": [[0.6, 1.2, 0.3], [-0.8, -0.4, -0.2], [-0.2, 0.6, -0.2], [-0.2, -0.7, 0.1], [0.3, -0.3, 0.4], [-0.1, 0.2, 0.3], [-0.1, -0.4, -0.6], [0.2, -0.4, -0.3], [-0.5, 0.6, -2.0], [0.5, -0.1, 0.7], [0.2, -0.5, 0.4], [0.1, 0.7, 0.8], [0.0, 0.0, 0.1], [0.1, -0.1, 0.0], [0.1, -0.3, 0.1], [-0.4, 0.1, -0.1], [0.3, 0.9, -0.4], [-0.5, -1.0, 0.7], [0.1, 0.6, 2.7], [1.0, -0.3, 1.0], [-0.9, 0.7, 0.5], [0.1, -0.1, 0.1], [0.1, 0.2, -0.2], [-0.2, 0.1, 0.0], [-4.4, -4.8, -1.0], [-7.8, -5.8, 1.7], [-0.5, 1.8, 1.4], [-1.2, -0.8, -1.8], [0.1, -0.1, -0.4], [-0.2, 0.0, 0.0], [0.4, -0.1, 1.5], [-0.2, 0.6, 0.0], [0.8, -1.5, -0.1], [-0.6, 0.7, 0.2], [0.3, 2.3, 0.4], [-0.2, -0.6, 1.1], [0.0, 0.0, -0.2], [0.1, -0.7, 0.3], [-0.1, 0.0, 0.2], [0.1, 0.0, 0.1], [1.2, 1.8, -0.6], [-1.1, 0.3, -0.2], [-0.7, -0.7, -0.1], [-0.2, 0.0, 1.1], [0.0, -0.7, 0.1], [-0.1, 0.1, -0.5], [0.3, -0.4, 0.3], [-0.1, -0.3, -0.5], [0.5, -0.1, 0.9], [-0.2, 0.1, 0.1], [-1.1, -0.8, -3.9], [0.0, -1.2, 0.1], [0.2, 0.4, -0.9], [0.8, 0.1, 0.0], [0.0, 0.3, -0.4], [0.0, -0.1, 0.1], [0.4, -4.0, 1.3], [0.1, 1.8, 0.1], [-1.1, 1.4, -1.3], [1.0, 0.6, 0.7], [0.2, -0.1, 0.0], [-1.2, -0.4, 0.1], [0.2, 0.7, -0.9], [0.3, 0.0, -0.1], [-1.5, 1.3, -0.4], [0.4, -0.4, -0.3], [0.6, -0.9, 0.2], [0.5, -0.7, -0.1], [0.0, -0.2, 0.1], [-0.2, 0.9, 0.2], [-0.1, 0.1, 0.1], [0.3, -0.5, -0.1], [2.4, 2.9, -0.3], [4.8, -1.2, 0.5], [3.0, 6.1, -1.8], [0.8, -1.7, -1.2], [0.7, 0.0, -0.6], [2.8, 3.0, 0.8], [0.0, 0.2, 0.0], [-0.1, 0.0, 0.0]], "lowdin_charge": [-0.690, -0.023, 0.169, 0.187, 0.110, 0.097, 0.103, 0.065, -0.630, -0.008, 0.182, 0.161, 0.113, 0.104, 0.110, 0.098, -0.627, 0.014, 0.116, 0.151, 0.084, 0.090, 0.106, 0.089, -0.653, -0.108, 0.203, 0.209, 0.057, 0.106, 0.081, 0.092, -0.691, 0.007, 0.163, 0.132, 0.106, 0.064, 0.063, 0.067, -0.611, -0.047, 0.185, 0.146, 0.120, 0.109, 0.048, 0.094, -0.602, 0.018, 0.116, 0.153, 0.093, 0.078, 0.106, 0.085, -0.686, 0.019, 0.163, 0.137, 0.065, 0.093, 0.112, 0.094, -0.696, -0.017, 0.166, 0.156, 0.045, 0.045, 0.102, 0.052, -0.622, -0.045, 0.110, 0.201, 0.099, 0.054, 0.114, 0.083], "smiles": "NC(N)=O.NC(N)=O.NC(N)=O.NC(N)=O.NC(N)=O.NC(N)=O.NC(N)=O.NC(N)=O.NC(N)=O.NC(N)=O", "e_homo_ev": -7.009, "homo_lumo_gap_ev": 7.21}

---

{"formula": "C2H8N3S2", "method": "ωB97M-V/def2-TZVPD", "symbols": ["C", "C", "N", "N", "N", "S", "S", "H", "H", "H", "H", "H", "H", "H", "H"], "coordinates": [[-1.015031, 1.591146, 0.600230], [0.973074, -1.409708, -0.369255], [0.210234, 1.653432, -0.145642], [1.474454, -2.427952, 0.348157], [-1.616804, 0.231629, 0.426495], [1.693174, -0.794764, -1.679122], [0.388033, 1.371864, -1.627854], [-0.871388, 1.582446, 1.684452], [-1.804293, 2.293501, 0.467702], [-0.012057, -1.080901, 0.180900], [2.423235, -2.697993, 0.085499], [0.947379, -2.523542, 1.231955], [-2.250447, 0.348065, -0.429139], [-2.192868, 0.048266, 1.190225], [1.653305, 1.814512, -1.964603]], "atomic_forces_ev_per_a": [[-0.7, -3.0, 1.4], [-1.6, -1.3, 3.3], [0.9, 1.6, -0.1], [-0.9, 1.8, -0.8], [-0.1, 1.2, -3.7], [0.1, 0.8, -1.3], [-0.2, -0.7, 0.2], [1.1, 0.7, -0.2], [0.1, 1.3, -1.0], [1.4, 0.4, -1.8], [-0.4, -0.6, 0.9], [1.4, -0.9, -0.6], [0.9, -0.8, 1.6], [-1.4, -0.4, 1.5], [-0.5, 0.0, 0.7]], "lowdin_charge": [-0.339, -0.683, -0.398, 0.077, -0.020, 0.753, 0.879, 0.120, 0.112, 0.099, 0.122, 0.142, 0.117, 0.051, -0.031], "charge": 1, "e_homo_ev": [-13.595, -13.596], "homo_lumo_gap_ev": [8.13, 8.13]}

---

{"formula": "C19H49MnO21S6", "method": "ωB97M-V/def2-TZVPD", "symbols": ["Mn", "O", "C", "O", "O", "H", "O", "S", "O", "O", "C", "C", "C", "H", "H", "H", "H", "H", "H", "H", "H", "O", "S", "O", "O", "C", "C", "C", "H", "H", "H", "H", "H", "H", "H", "H", "O", "S", "O", "O", "C", "C", "C", "H", "H", "H", "H", "H", "H", "H", "H", "O", "S", "O", "O", "C", "C", "C", "H", "H", "H", "H", "H", "H", "H", "H", "O", "S", "O", "O", "C", "C", "C", "H", "H", "H", "H", "H", "H", "H", "H", "O", "S", "O", "O", "C", "C", "C", "H", "H", "H", "H", "H", "H", "H", "H"], "coordinates": [[0.135098, 0.805298, 0.748701], [1.432438, 1.540068, 4.420681], [1.156558, 1.277368, 3.104081], [1.621188, 0.306008, 2.485971], [0.286458, 1.917228, 2.485871], [2.241058, 1.094398, 4.683551], [2.518468, 1.506578, -0.119139], [3.948168, 1.870198, -0.011229], [4.580698, 2.933718, -0.792509], [4.125188, 2.205488, 1.586571], [5.334558, 2.669368, 2.180401], [5.016468, 3.273848, 3.530971], [5.033768, 0.291188, -0.009069], [5.805378, 3.417678, 1.542841], [6.036518, 1.836548, 2.222261], [4.323728, 2.679868, 4.127121], [4.738308, 4.304648, 3.311481], [5.857938, 3.308168, 4.222971], [4.965078, -0.129732, -1.012169], [4.576348, -0.320522, 0.768541], [6.001288, 0.662318, 0.328971], [0.789078, -1.017512, -0.073349], [1.336198, -1.997682, -0.974249], [0.452148, -2.608042, -1.982419], [2.667088, -1.272472, -1.709799], [2.944328, -1.458682, -3.079039], [4.363318, -1.086562, -3.463389], [2.158888, -3.331052, -0.046509], [2.286618, -0.836332, -3.685829], [2.730548, -2.482482, -3.385999], [4.999048, -1.454532, -2.658069], [4.526358, -0.009122, -3.438159], [4.694058, -1.502732, -4.414979], [2.382578, -4.054902, -0.830159], [1.427798, -3.701502, 0.672081], [3.033878, -2.931542, 0.466221], [-1.831662, 1.090518, -3.351819], [-0.749352, 1.790208, -2.696489], [-0.130672, 1.360088, -1.471719], [0.414828, 1.993568, -3.862209], [1.689178, 2.489828, -3.507809], [2.732538, 2.321458, -4.611189], [-1.299542, 3.611468, -2.502729], [2.062588, 2.004458, -2.606099], [1.506368, 3.518278, -3.196439], [3.726218, 2.707158, -4.383309], [2.327248, 2.769458, -5.518459], [2.889248, 1.252798, -4.757779], [-2.038632, 3.723998, -1.709519], [-1.758022, 3.966978, -3.425509], [-0.359752, 4.144938, -2.360259], [-4.127342, -0.268632, -1.821939], [-3.119992, -1.197672, -1.351449], [-1.897912, -0.683552, -0.698559], [-3.795682, -2.335552, -0.343519], [-5.190712, -2.630262, -0.485519], [-5.458962, -3.877692, 0.264581], [-2.716972, -2.239692, -2.785719], [-5.424022, -2.754232, -1.543009], [-5.689632, -1.741842, -0.098359], [-6.538382, -4.028692, 0.252721], [-5.171362, -3.743242, 1.307321], [-4.889622, -4.737932, -0.087489], [-2.431572, -1.559692, -3.588379], [-3.619742, -2.774242, -3.081299], [-1.954922, -2.992562, -2.584329], [-3.907402, 2.552898, -0.759609], [-3.279762, 2.256858, 0.483761], [-1.911572, 1.726508, 0.622901], [-3.417382, 3.676998, 1.365441], [-3.318812, 3.557468, 2.808541], [-2.624012, 4.830588, 3.281171], [-4.390192, 1.189918, 1.392681], [-2.819142, 2.687548, 3.234771], [-4.326812, 3.545468, 3.223141], [-1.618382, 4.901828, 2.866751], [-2.421192, 4.854528, 4.351871], [-3.223672, 5.696588, 3.000901], [-4.613712, 0.370728, 0.709261], [-5.236022, 1.825798, 1.654061], [-3.850032, 0.853088, 2.277491], [-1.096482, -0.682792, 1.814591], [-1.506362, -2.028982, 2.234691], [-2.903772, -2.273882, 2.588101], [-0.977702, -3.097832, 1.040021], [-1.588742, -4.380072, 1.003841], [-1.079882, -5.174742, -0.252229], [-0.380412, -2.586962, 3.617911], [-2.674632, -4.383552, 0.909371], [-1.348702, -4.835592, 1.964561], [-1.178422, -4.641072, -1.197529], [-1.399342, -6.216852, -0.245789], [-0.012722, -5.008392, -0.105229], [-0.648392, -1.949292, 4.460321], [0.662218, -2.501882, 3.311671], [-0.588962, -3.649172, 3.745591]], "atomic_forces_ev_per_a": [[0.0, 0.3, 0.1], [-0.4, 0.5, -1.2], [-0.4, -1.2, -0.2], [1.9, -1.5, 0.6], [-1.3, 2.6, 0.8], [0.1, -0.4, -0.2], [2.6, 1.0, -0.3], [0.5, -0.6, 1.6], [-1.3, -1.8, 0.8], [-1.4, -0.2, -1.4], [1.1, -0.1, -0.2], [0.3, 0.1, 0.1], [-1.6, 1.9, 0.0], [-0.1, 0.1, -0.1], [0.0, -0.2, 0.3], [-0.6, 0.3, -0.5], [-0.6, -0.1, 0.6], [0.5, 0.1, -0.5], [0.3, 0.0, 0.3], [-0.1, -0.1, -0.2], [0.0, -0.2, -0.5], [1.1, -0.9, -0.7], [0.0, -0.6, -2.2], [1.9, 1.2, 1.8], [-1.4, -0.5, 2.1], [-0.6, -0.3, -2.3], [0.3, 0.2, 1.5], [-0.5, 1.0, -0.5], [-0.4, 0.0, 0.2], [0.1, -0.2, 0.2], [0.4, -0.4, -0.2], [-0.2, 0.1, -0.3], [-0.3, 0.0, 0.1], [0.2, -0.1, 0.3], [0.0, 0.0, -0.2], [-0.1, 0.0, -0.2], [1.7, 0.1, 0.9], [-1.3, 2.9, -2.1], [0.3, -0.2, -0.3], [-1.8, -1.5, 0.5], [1.3, 0.8, 1.5], [-1.1, -0.4, -0.1], [0.8, -1.4, -0.4], [-0.2, -0.3, 0.1], [0.5, 0.4, -0.3], [-0.3, 0.4, 0.3], [0.4, -0.1, -0.2], [-0.2, -0.1, -0.3], [0.4, -0.3, 0.1], [0.1, -0.5, -0.2], [-0.2, 0.1, 0.4], [0.6, -0.9, 1.1], [1.0, -0.2, -0.3], [-2.9, -1.6, -1.3], [2.0, 1.4, -0.8], [0.2, 0.8, -0.7], [-0.2, -0.1, 1.1], [-0.2, 0.1, 0.4], [-0.1, 0.1, -0.1], [-0.5, -0.3, 0.0], [0.1, -0.4, -0.1], [0.0, 0.1, 0.1], [-0.3, 0.0, -0.4], [0.1, 0.0, 0.2], [-0.2, 0.3, 0.1], [0.1, 0.4, 0.2], [1.0, 0.2, -0.2], [0.1, 0.6, 2.3], [-2.1, 1.5, -0.5], [0.6, -2.5, -1.0], [0.1, 1.2, 1.0], [0.4, -0.1, 0.0], [0.9, 0.4, -0.1], [0.4, -0.2, -0.8], [-0.2, -0.1, -0.2], [-0.1, 0.0, -0.4], [-0.5, -0.2, 0.1], [0.2, 0.0, 0.0], [-0.2, 0.1, 0.2], [-0.1, -0.3, -0.2], [-0.2, -0.2, -0.1], [-0.9, -2.4, 1.1], [0.5, -0.3, -0.1], [2.4, 0.3, -0.7], [-0.8, 2.2, 0.8], [-1.2, -1.4, -0.8], [1.4, 1.8, 1.6], [-1.0, 0.2, -1.4], [-0.1, 0.8, 0.3], [0.1, -0.7, -0.2], [-1.0, -0.1, 0.1], [0.2, 0.2, -0.1], [0.4, -1.2, -0.2], [0.1, -0.3, 0.0], [-0.2, 0.5, -0.1], [-0.3, 0.2, 0.4]], "lowdin_spin": [4.726, 0.004, 0.013, 0.035, 0.045, 0.000, 0.017, 0.002, 0.002, 0.000, 0.000, 0.000, 0.001, 0.000, 0.000, 0.000, 0.000, 0.000, 0.000, 0.000, 0.000, 0.029, 0.008, 0.003, 0.001, 0.000, 0.000, 0.002, 0.000, 0.000, 0.000, 0.000, 0.000, 0.000, 0.000, 0.000, 0.001, 0.004, 0.025, 0.002, 0.000, 0.000, 0.001, 0.000, 0.000, 0.000, 0.000, 0.000, 0.000, 0.000, 0.000, 0.000, 0.000, 0.004, 0.000, 0.000, 0.000, 0.000, 0.000, 0.000, 0.000, 0.000, 0.000, 0.000, 0.000, 0.000, 0.002, 0.005, 0.027, 0.002, 0.000, 0.000, 0.001, 0.000, 0.000, 0.000, 0.000, 0.000, 0.000, 0.000, 0.000, 0.026, 0.006, 0.004, 0.001, 0.000, 0.000, 0.001, 0.000, 0.000, 0.000, 0.000, 0.000, 0.000, 0.000, 0.000], "spin_multiplicity": 6, "s_squared": 8.75, "charge": 1, "e_homo_ev": [-11.198, -11.815], "homo_lumo_gap_ev": [9.25, 9.86]}

---

Across the entries above, E_tot takes the values -61298.4067, -28334.8731, -159819.6907 eV, respectively.
Across the entries above, relative energy (zero: lowest compared OMol25 entry of this formula, charge and spin) takes the values 903.3, 340.8, 160.8 kJ/mol, respectively.
Across the entries above, max |F| takes the values 0.1919, 0.0763, 0.0744 Eh/bohr, respectively.